Density functional theory data (ωB97M-V with the def2-TZVPD basis set) for a structure of composition C32H34N2OP2Sc in a non-equilibrium geometry.

Geometry as ORCA input:
```
! RIJCOSX wB97M-V def2-TZVPD def2/J DEFGRID3
* xyz 1 1
C -1.524 3.372 -3.686
C -1.302 2.079 -3.206
C 0.028 1.575 -3.093
C 1.090 2.336 -3.679
C 0.807 3.632 -4.207
C -0.472 4.164 -4.163
C 2.332 1.716 -3.854
C 2.485 0.348 -3.648
C 1.386 -0.376 -3.088
C 1.441 -1.803 -3.093
C 2.617 -2.466 -3.448
C 3.723 -1.750 -3.922
C 3.644 -0.375 -4.056
H -2.547 3.749 -3.713
H 1.617 4.189 -4.694
H -0.688 5.168 -4.529
H 3.128 2.261 -4.360
H 2.656 -3.551 -3.357
H 4.625 -2.296 -4.186
H 4.456 0.178 -4.531
N 0.306 0.322 -2.533
Sc -0.213 -0.086 -0.401
C -2.488 1.252 -2.748
H -2.433 0.255 -3.215
H -3.443 1.731 -3.019
C 0.233 -2.611 -2.667
H -0.680 -2.230 -3.151
H 0.346 -3.677 -2.899
P -2.492 1.056 -0.906
P -0.013 -2.562 -0.830
C 1.291 -3.661 -0.271
H 1.215 -3.821 0.806
H 1.137 -4.603 -0.796
H 2.280 -3.256 -0.505
C -1.531 -3.522 -0.596
H -1.370 -4.515 -1.031
H -1.735 -3.607 0.478
H -2.373 -3.020 -1.096
C -2.786 2.761 -0.375
H -3.825 3.032 -0.638
H -2.636 2.821 0.717
H -2.073 3.433 -0.875
C -4.054 0.185 -0.585
H -4.123 -0.018 0.493
H -4.894 0.818 -0.909
H -4.045 -0.770 -1.135
C 2.052 0.017 -0.111
O 2.805 -0.773 0.427
H 2.522 0.830 -0.834
C -0.985 3.195 4.181
C -0.242 3.212 2.989
C -0.179 2.084 2.180
C -0.851 0.887 2.553
C -1.550 0.871 3.783
C -1.638 2.010 4.586
N -0.776 -0.236 1.732
C -1.092 -1.512 2.266
C -0.057 -2.410 2.625
C -0.359 -3.633 3.204
C -1.689 -4.025 3.400
C -2.722 -3.122 3.117
C -2.438 -1.876 2.558
H -1.030 4.082 4.819
H 0.296 4.128 2.699
H 0.430 2.087 1.269
H -2.028 -0.053 4.114
H -2.211 1.990 5.518
H 0.979 -2.070 2.479
H 0.455 -4.304 3.501
H -1.912 -4.983 3.880
H -3.767 -3.381 3.327
H -3.223 -1.122 2.413
*
```

---

Density functional theory data (ωB97M-V with the def2-TZVPD basis set) for a structure of composition C32H34N2OP2Y in a non-equilibrium geometry.

Geometry as ORCA input:
```
! RIJCOSX wB97M-V def2-TZVPD def2/J DEFGRID3
* xyz 1 1
C -1.005 3.530 -3.196
C -0.822 2.168 -2.979
C 0.425 1.591 -3.321
C 1.515 2.404 -3.823
C 1.262 3.786 -4.023
C 0.015 4.327 -3.720
C 2.746 1.780 -4.051
C 2.933 0.418 -3.792
C 1.797 -0.342 -3.311
C 1.920 -1.713 -2.980
C 3.155 -2.332 -3.147
C 4.259 -1.625 -3.629
C 4.164 -0.272 -3.948
H -1.967 3.975 -2.935
H 2.069 4.419 -4.413
H -0.162 5.391 -3.885
H 3.579 2.369 -4.439
H 3.250 -3.386 -2.887
H 5.214 -2.137 -3.754
H 5.036 0.282 -4.317
N 0.598 0.261 -3.111
Y 0.269 0.156 0.541
C -1.881 1.289 -2.315
H -1.831 0.278 -2.749
H -2.870 1.712 -2.429
C 0.701 -2.426 -2.394
H -0.202 -2.053 -2.900
H 0.787 -3.501 -2.501
P -1.709 1.134 -0.544
P 0.449 -2.196 -0.629
C 1.761 -3.136 0.142
H 1.658 -3.166 1.234
H 1.694 -4.158 -0.253
H 2.745 -2.718 -0.092
C -1.059 -3.082 -0.290
H -0.900 -4.113 -0.623
H -1.313 -3.083 0.775
H -1.900 -2.650 -0.844
C -1.875 2.796 0.109
H -2.809 3.197 -0.288
H -1.904 2.795 1.206
H -1.035 3.431 -0.200
C -3.148 0.246 0.009
H -3.168 0.116 1.096
H -4.014 0.834 -0.302
H -3.196 -0.748 -0.452
C 2.212 -0.062 1.239
O 3.358 -0.092 1.716
H 1.346 0.881 -0.888
C -0.549 3.238 4.868
C 0.056 3.216 3.615
C -0.081 2.112 2.805
C -0.842 0.953 3.200
C -1.431 1.021 4.475
C -1.290 2.135 5.292
N -0.901 -0.134 2.392
C -1.104 -1.417 2.907
C 0.018 -2.268 3.134
C -0.137 -3.504 3.738
C -1.397 -3.934 4.130
C -2.508 -3.119 3.922
C -2.369 -1.881 3.318
H -0.439 4.115 5.513
H 0.645 4.075 3.273
H 0.435 2.116 1.797
H -2.011 0.167 4.844
H -1.761 2.151 6.283
H 1.021 -1.890 2.853
H 0.748 -4.128 3.908
H -1.511 -4.913 4.613
H -3.502 -3.458 4.243
H -3.237 -1.228 3.166
*
```

---

Result set for HOMO: -9.42, -10.12 eV, one per record in the order listed.
Result set for relative energy (zero: lowest compared OMol25 entry of this formula, charge and spin): 9.1, 113.5 kcal per mole, one per record in the order listed.